(1)
The following is a quantum chemistry calculation of 4 unconnected molecules or ions with the total composition C22H58BrClIN4O5P2 in a non-equilibrium geometry, from OMol25.

net charge = -1
frontier orbital gap = 6.62 eV
energy relative to the best compared isomer or geometry (same formula, charge and spin) = 129.86 kcal per mole
LUMO = 0.086 Ha
F_max = 4.82 eV/Å
energy = -5482.69599 Eh

Last columns: bonded neighbours and bond lengths (Å).
Atoms and positions in Å:
1 C -3.97392 -1.25253 -1.67025  C2 1.611, H19 1.163, H20 1.195, H21 1.194
2 C -2.50708 -1.46672 -2.30014  C1 1.611, C3 1.603, H22 1.194, H23 1.195
3 C -1.26520 -0.59338 -1.78465  C2 1.603, C4 1.677, H24 1.183, H25 1.194
4 C -1.47099 0.20412 -0.32375  C3 1.677, O5 1.383, H26 1.205, H27 1.165
5 O -1.85209 -0.54045 0.77787  C4 1.383, P6 1.700
6 P -0.83385 -1.02252 2.05039  O5 1.700, Br7 2.322, I8 2.517, C9 1.920, N13 1.739, P16 2.201
7 Br 1.10300 -1.00618 0.76957  P6 2.322
8 I -2.94015 -1.00756 3.42844  P6 2.517, Cl18 3.010
9 C -0.47927 0.82760 2.42148  P6 1.920, C10 1.597, H28 1.194, H29 1.197
10 C 0.22818 1.26396 3.78569  C9 1.597, C11 1.633, C12 1.675, H30 1.206
11 C -0.59014 1.16776 5.19588  C10 1.633, H31 1.194, H32 1.170, H33 1.191
12 C 1.86711 0.94241 3.91704  C10 1.675, H34 1.178, H35 1.165, H36 1.194
13 N -0.02504 -1.55084 3.49633  P6 1.739, C14 1.471, H37 1.068
14 C 0.37644 -2.94422 3.74544  N13 1.471, C15 1.641, H38 1.197, H39 1.207
15 C 1.68989 -3.55956 2.97749  C14 1.641, H40 1.194, H41 1.181, H42 1.188
16 P -1.27547 -3.05296 1.32569  P6 2.201, O17 1.739, Cl18 2.169
17 O -0.62341 -3.34675 -0.25930  P16 1.739, H43 1.001
18 Cl -3.44403 -3.06799 1.29352  I8 3.010, P16 2.169
19 H -4.12049 -0.41312 -0.87919  C1 1.163
20 H -4.72094 -0.99181 -2.56536  C1 1.195
21 H -4.35871 -2.31221 -1.27690  C1 1.194
22 H -2.22809 -2.62183 -2.18365  C2 1.194
23 H -2.59789 -1.30787 -3.48133  C2 1.195
24 H -0.29404 -1.26966 -1.79010  C3 1.183
25 H -1.01896 0.28924 -2.55040  C3 1.194
26 H -2.41974 0.89720 -0.59026  C4 1.205
27 H -0.61301 0.99251 -0.33013  C4 1.165
28 H -1.49802 1.44018 2.30973  C9 1.194
29 H 0.30602 1.17442 1.58790  C9 1.197
30 H 0.29128 2.46122 3.65449  C10 1.206
31 H -0.17939 2.04145 5.89842  C11 1.194
32 H -1.74882 1.29096 5.08774  C11 1.170
33 H -0.35879 0.17078 5.80557  C11 1.191
34 H 2.33584 1.34112 2.91274  C12 1.178
35 H 2.10495 -0.17199 4.16065  C12 1.165
36 H 2.36048 1.58262 4.79537  C12 1.194
37 H -0.69793 -1.38065 4.30795  N13 1.068
38 H -0.49928 -3.74189 3.91668  C14 1.197
39 H 0.80140 -2.88500 4.87339  C14 1.207
40 H 1.93674 -4.64609 3.40631  C15 1.194
41 H 1.53047 -3.72110 1.81810  C15 1.181
42 H 2.66074 -2.91695 3.21199  C15 1.188
43 H -0.54280 -4.31973 -0.47960  O17 1.001
44 C 1.42524 -7.20998 -3.19432  C45 1.527, H50 1.093, H51 1.096, H52 1.095
45 C 0.41986 -7.76528 -2.18867  C44 1.527, C46 1.547, N49 1.471, H53 1.097
46 C -0.54761 -8.80877 -2.79442  C45 1.547, O47 1.430, H54 1.097, H55 1.096
47 O -1.58939 -8.24789 -3.59775  C46 1.430, C48 1.420
48 C -1.20135 -7.93668 -4.92740  O47 1.420, H56 1.094, H57 1.091, H58 1.095
49 N -0.31096 -6.64606 -1.57520  C45 1.471, H59 1.021, H60 1.024
50 H 0.98086 -6.48037 -3.87684  C44 1.093
51 H 2.24195 -6.69750 -2.67298  C44 1.096
52 H 1.86702 -8.01383 -3.79288  C44 1.095
53 H 0.99561 -8.26988 -1.40310  C45 1.097
54 H -1.05680 -9.31565 -1.96525  C46 1.097
55 H -0.00697 -9.58662 -3.34621  C46 1.096
56 H -0.46846 -8.64636 -5.32192  C48 1.094
57 H -0.81180 -6.91829 -4.97267  C48 1.091
58 H -2.09441 -7.97446 -5.55989  C48 1.095
59 H -0.90967 -7.01406 -0.83483  N49 1.021
60 H -0.97628 -6.29947 -2.27286  N49 1.024
61 C 1.37959 7.55176 2.42455  C62 1.527, H67 1.093, H68 1.096, H69 1.095
62 C 2.19854 6.58956 1.56783  C61 1.527, C63 1.547, N66 1.471, H70 1.097
63 C 1.79083 5.10787 1.74156  C62 1.547, O64 1.430, H71 1.097, H72 1.096
64 O 2.26140 4.50652 2.95075  C63 1.430, C65 1.420
65 C 1.46711 4.78799 4.09324  O64 1.420, H73 1.094, H74 1.091, H75 1.095
66 N 3.62696 6.79188 1.85377  C62 1.471, H76 1.021, H77 1.024
67 H 1.67682 7.53799 3.47673  C61 1.093
68 H 1.51172 8.58150 2.07296  C61 1.096
69 H 0.31136 7.31664 2.36751  C61 1.095
70 H 2.01772 6.85816 0.51979  C62 1.097
71 H 2.25416 4.53463 0.92888  C63 1.097
72 H 0.70802 4.97305 1.63589  C63 1.096
73 H 0.40405 4.86931 3.84888  C65 1.094
74 H 1.82035 5.70050 4.57641  C65 1.091
75 H 1.59598 3.96794 4.80735  C65 1.095
76 H 4.17308 6.21864 1.20942  N66 1.021
77 H 3.81563 6.37170 2.76884  N66 1.024
78 C -0.13177 3.01382 -4.75221  C79 1.527, H84 1.093, H85 1.096, H86 1.095
79 C 0.66932 3.17527 -3.46277  C78 1.527, C80 1.547, N83 1.471, H87 1.097
80 C -0.15137 3.77380 -2.29656  C79 1.547, O81 1.430, H88 1.097, H89 1.096
81 O -0.36896 5.18392 -2.39373  C80 1.430, C82 1.420
82 C -1.44078 5.55426 -3.24781  O81 1.420, H90 1.094, H91 1.091, H92 1.095
83 N 1.87017 3.97687 -3.74291  C79 1.471, H93 1.021, H94 1.024
84 H -0.28472 3.96145 -5.27587  C78 1.093
85 H 0.39556 2.35072 -5.44768  C78 1.096
86 H -1.11335 2.57102 -4.55205  C78 1.095
87 H 0.99092 2.17245 -3.15594  C79 1.097
88 H 0.42238 3.62819 -1.37280  C80 1.097
89 H -1.10017 3.24252 -2.15748  C80 1.096
90 H -2.26057 4.83062 -3.22139  C82 1.094
91 H -1.07599 5.68329 -4.26819  C82 1.091
92 H -1.82409 6.52336 -2.91170  C82 1.095
93 H 2.45109 3.99850 -2.90381  N83 1.021
94 H 1.56721 4.94949 -3.85109  N83 1.024

(2)
The following is a quantum chemistry calculation of 9 unconnected molecules or ions with the total composition C22H59BrN4O11PS in a non-equilibrium geometry, from OMol25.

net charge = +1
frontier orbital gap = 6.52 eV
LUMO = -0.179 Ha
F_max = 3.20 eV/Å
energy = -5233.44631 Eh

Last columns: bonded neighbours and bond lengths (Å).
Atoms and positions in Å:
1 N 2.19371 1.16919 -1.16942  C2 1.367, H17 1.013, H18 1.013
2 C 2.46689 -0.05893 -0.63483  N1 1.367, N3 1.371, N7 1.357
3 N 2.54083 -0.17666 0.72881  C2 1.371, P4 1.834, H19 1.028
4 P 1.33883 1.00803 1.44698  N3 1.834, O5 1.658, Br6 2.253
5 O 1.62672 1.10792 3.07638  P4 1.658, H20 0.978
6 Br -0.67281 0.01365 1.24881  P4 2.253
7 N 2.63342 -1.09750 -1.49188  C2 1.357, C8 1.489, N14 1.438
8 C 3.04424 -2.36587 -0.82914  N7 1.489, C9 1.562, H21 1.109, H22 1.108
9 C 1.75724 -3.17660 -0.47503  C8 1.562, C10 1.562, H23 1.114, H24 1.108
10 C 1.96107 -4.31762 0.57256  C9 1.562, C11 1.545, H25 1.112, H26 1.107
11 C 3.32873 -5.03486 0.53408  C10 1.545, O12 1.176, O13 1.391
12 O 3.73041 -5.49308 1.53994  C11 1.176
13 O 4.08304 -5.21302 -0.62043  C11 1.391, H27 0.972
14 N 3.47144 -0.74283 -2.60591  N7 1.438, C15 1.225
15 C 4.62268 -0.50658 -2.25995  N14 1.225, S16 1.562
16 S 6.12025 -0.66098 -1.84485  C15 1.562
17 H 1.25887 1.42320 -1.46582  N1 1.013
18 H 2.91671 1.86908 -1.28801  N1 1.013
19 H 2.20651 -1.09088 1.05795  N3 1.028
20 H 1.24264 0.31396 3.49929  O5 0.978
21 H 3.74201 -2.22408 0.02107  C8 1.109
22 H 3.58847 -2.95332 -1.59459  C8 1.108
23 H 0.95837 -2.47750 -0.13570  C9 1.114
24 H 1.37472 -3.62896 -1.41111  C9 1.108
25 H 1.17710 -5.07875 0.36687  C10 1.112
26 H 1.79417 -3.99714 1.61865  C10 1.107
27 H 4.72247 -4.48081 -0.64478  O13 0.972
28 C -5.08502 -0.65002 0.09223  C29 1.515, H31 1.092, H32 1.090, H33 1.094
29 C -4.31630 -1.86829 0.56250  C28 1.515, O30 1.432, H34 1.089, H35 1.093
30 O -2.90983 -1.66968 0.37735  C29 1.432, H36 0.966
31 H -4.88062 -0.45295 -0.96207  C28 1.092
32 H -6.15743 -0.79368 0.22345  C28 1.090
33 H -4.77845 0.24008 0.65009  C28 1.094
34 H -4.60782 -2.74826 -0.00874  C29 1.089
35 H -4.50894 -2.06519 1.62034  C29 1.093
36 H -2.65468 -0.89422 0.89310  O30 0.966
37 C -1.70777 4.94616 1.91060  C38 1.516, H40 1.092, H41 1.091, H42 1.094
38 C -2.46126 3.87103 2.66903  C37 1.516, O39 1.430, H43 1.089, H44 1.095
39 O -1.75776 2.62792 2.60125  C38 1.430, H45 0.965
40 H -1.57937 4.65654 0.86600  C37 1.092
41 H -2.23934 5.89868 1.94862  C37 1.091
42 H -0.70758 5.08725 2.33036  C37 1.094
43 H -3.44781 3.71897 2.23481  C38 1.089
44 H -2.58541 4.14977 3.72038  C38 1.095
45 H -0.88814 2.76510 2.99535  O39 0.965
46 C 9.35956 -2.84619 -5.07639  C47 1.516, H49 1.091, H50 1.091, H51 1.094
47 C 8.86383 -1.43283 -5.30879  C46 1.516, O48 1.430, H52 1.089, H53 1.095
48 O 7.43473 -1.40126 -5.33363  C47 1.430, H54 0.963
49 H 8.99449 -3.51129 -5.86039  C46 1.091
50 H 10.44998 -2.88080 -5.06391  C46 1.091
51 H 8.98601 -3.23578 -4.12487  C46 1.094
52 H 9.21978 -1.05606 -6.26696  C47 1.089
53 H 9.21882 -0.76183 -4.51973  C47 1.095
54 H 7.12151 -1.72647 -4.48308  O48 0.963
55 C -7.81751 -3.15481 4.11680  C56 1.517, H58 1.091, H59 1.091, H60 1.093
56 C -7.28964 -2.06668 3.20157  C55 1.517, O57 1.426, H61 1.091, H62 1.095
57 O -7.29443 -2.50423 1.84421  C56 1.426, H63 0.964
58 H -7.21131 -4.05760 4.02560  C55 1.091
59 H -7.80883 -2.82852 5.15827  C55 1.091
60 H -8.84014 -3.42643 3.84388  C55 1.093
61 H -6.26177 -1.81301 3.46326  C56 1.091
62 H -7.90025 -1.16171 3.28290  C56 1.095
63 H -8.20468 -2.71854 1.61063  O57 0.964
64 C 6.81429 -5.52281 4.69705  C65 1.517, H67 1.091, H68 1.092, H69 1.093
65 C 7.41559 -4.56756 3.68406  C64 1.517, O66 1.425, H70 1.090, H71 1.096
66 O 7.42272 -5.15266 2.38468  C65 1.425, H72 0.965
67 H 7.37903 -6.45570 4.72300  C64 1.091
68 H 6.81320 -5.08380 5.69658  C64 1.092
69 H 5.78660 -5.77738 4.42501  C64 1.093
70 H 8.44686 -4.33231 3.94597  C65 1.090
71 H 6.84577 -3.63172 3.64797  C65 1.096
72 H 6.50852 -5.35206 2.14995  O66 0.965
73 C -7.20578 5.67428 0.36438  C74 1.515, H76 1.092, H77 1.091, H78 1.092
74 C -6.42043 4.46919 0.84068  C73 1.515, O75 1.429, H79 1.090, H80 1.095
75 O -5.01869 4.67812 0.66054  C74 1.429, H81 0.964
76 H -7.00218 5.87018 -0.69038  C73 1.092
77 H -8.27776 5.51728 0.49338  C73 1.091
78 H -6.91474 6.56857 0.91930  C73 1.092
79 H -6.69777 3.58193 0.27150  C74 1.090
80 H -6.61446 4.27496 1.90059  C74 1.095
81 H -4.77444 5.45771 1.17225  O75 0.964
82 C -7.50415 10.01874 2.40198  C83 1.517, H85 1.092, H86 1.091, H87 1.093
83 C -8.60427 8.97820 2.49272  C82 1.517, O84 1.426, H88 1.090, H89 1.094
84 O -8.08302 7.73309 2.95372  C83 1.426, H90 0.964
85 H -6.71633 9.68348 1.72474  C82 1.092
86 H -7.89554 10.97172 2.04204  C82 1.091
87 H -7.04093 10.17750 3.37929  C82 1.093
88 H -9.04956 8.80692 1.51282  C83 1.090
89 H -9.39220 9.30608 3.17769  C83 1.094
90 H -7.69875 7.88289 3.82471  O84 0.964
91 C 4.29102 -1.72654 -8.29060  C92 1.518, H94 1.091, H95 1.092, H96 1.093
92 C 5.07193 -2.86130 -7.65386  C91 1.518, O93 1.419, H97 1.090, H98 1.097
93 O 6.46684 -2.67935 -7.84366  C92 1.419, H99 0.966
94 H 4.50565 -1.66846 -9.35861  C91 1.091
95 H 3.21617 -1.86507 -8.15445  C91 1.092
96 H 4.57882 -0.76698 -7.85283  C91 1.093
97 H 4.79798 -3.81414 -8.10709  C92 1.090
98 H 4.86599 -2.91758 -6.57753  C92 1.097
99 H 6.70870 -1.83963 -7.43153  O93 0.966